#A
ORCA calculation (wB97M-V/def2-TZVPD) on C7H8 in the gas phase.

The geometry in XYZ format:
```
15
Properties=species:S:1:pos:R:3:mulliken_charge:R:1
C -3.970 0.241 0.334 0.1916
C -2.878 -0.006 -0.068 -0.6780
C -1.328 -0.354 -0.388 0.4585
C -0.565 -1.029 -1.152 -1.1122
C 0.167 -0.135 -0.218 0.9715
C 0.868 1.015 -0.792 -1.2016
C 0.797 -0.909 1.022 -1.2560
H -4.969 0.581 0.689 0.3891
H -0.585 -1.832 -1.829 0.3820
H 0.249 1.921 -0.665 0.2803
H 1.088 0.889 -1.945 0.2641
H 1.955 1.170 -0.366 0.3231
H 0.779 -1.970 0.780 0.3327
H 0.141 -0.718 1.898 0.2786
H 1.795 -0.463 1.169 0.3763
```

As for the gap between HOMO and LUMO: 10.38 eV. Its SMILES is C#CC1=CC1(C)C. For the HOMO energy, the calculation gives -9.34 eV. The spin multiplicity is 1.

***

#B
ORCA calculation (wB97M-V/def2-TZVPD) on C7H8 in the gas phase.

The geometry in XYZ format:
```
15
Properties=species:S:1:pos:R:3:mulliken_charge:R:1
C -1.895 2.040 -1.795 -0.4392
C -0.935 1.593 -1.208 -0.2201
C 0.314 1.122 -1.154 -0.4010
C 0.924 0.324 -0.226 -0.2058
C 0.104 -0.705 0.484 1.1477
C -1.265 -0.879 0.469 -0.9090
C 1.065 -1.383 1.445 -1.2580
H -1.776 3.030 -1.911 0.3224
H 0.838 1.686 -1.968 0.2851
H 2.026 0.502 0.022 0.1154
H -2.066 -0.549 -0.089 0.4149
H -1.420 -1.849 0.998 0.2319
H 2.078 -0.945 1.359 0.2899
H 1.287 -2.477 1.127 0.2744
H 0.720 -1.511 2.447 0.3514
```

As for the gap between HOMO and LUMO (spin up / spin down): 7.91 / 7.91 eV. Its SMILES is C#C/C=C\C(=C)C. For the HOMO energy (spin up / spin down), the calculation gives -8.56 / -8.56 eV. The spin multiplicity is 1.

***

#C
ORCA calculation (wB97M-V/def2-TZVPD) on C7H8 in the gas phase.

The geometry in XYZ format:
```
15
Properties=species:S:1:pos:R:3:mulliken_charge:R:1
C -3.377 0.407 -0.094 -0.8622
C -2.212 -0.183 -0.071 0.4909
C -1.226 -0.963 0.195 -0.2443
C 0.074 -0.911 0.030 0.1587
C 1.452 -1.565 0.015 -0.7122
C 1.184 -0.125 -0.474 0.0371
C 1.628 1.131 0.269 -1.1646
H -3.316 1.476 -0.389 0.1905
H -4.295 0.220 0.414 0.3061
H 2.081 -1.738 0.962 0.2410
H 1.463 -2.365 -0.803 0.2172
H 1.177 -0.074 -1.460 0.4655
H 2.281 1.105 1.178 0.3347
H 0.799 1.851 0.620 0.2408
H 2.286 1.734 -0.392 0.3008
```

As for the gap between HOMO and LUMO: 9.19 eV. Its SMILES is C=C=C=C1C[C@@H]1C. For the HOMO energy, the calculation gives -8.68 eV. The spin multiplicity is 1.

***

#D
ORCA calculation (wB97M-V/def2-TZVPD) on C7H8 in the gas phase.

The geometry in XYZ format:
```
15
Properties=species:S:1:pos:R:3:mulliken_charge:R:1
C 2.518 -0.109 -0.006 -0.7979
C 1.156 -0.163 -0.135 0.9439
C 0.463 1.210 -0.013 -0.3104
C -0.888 1.281 -0.173 -0.5986
C -1.862 0.100 0.008 -0.4270
C -1.100 -1.273 0.032 -0.2873
C 0.193 -1.274 -0.163 -0.5013
H 3.173 -1.006 -0.059 0.3036
H 2.783 0.999 0.367 0.1359
H 1.232 2.108 0.020 0.1216
H -1.424 2.236 -0.027 0.2857
H -2.634 0.367 0.812 0.3137
H -2.623 -0.063 -0.857 0.2413
H -1.712 -2.212 0.256 0.2972
H 0.725 -2.201 -0.061 0.2796
```

As for the gap between HOMO and LUMO: 9.18 eV. Its SMILES is C=C1C=CCC=C1. For the HOMO energy, the calculation gives -8.26 eV. The spin multiplicity is 1.

***

Result of the stability comparison: #D is the most stable of them.